Version 1
C2H2O3S | wB97M-V/def2-TZVPD

**HOMO-LUMO gap**: 10.54 eV
**Net charge**: 0
**LUMO level**: -0.0283 hartree

Each line ends with the Mulliken charge.
Cartesian coordinates (Å):
C 0.390 0.536 0.502  -0.1697
C 0.185 -0.286 -0.362  -0.4044
O -2.256 0.624 -1.244  -0.4183
O -2.280 -1.441 0.020  -0.4400
O -2.217 0.688 1.172  -0.4990
S -2.067 -0.071 -0.052  1.1029
H 0.476 1.400 1.056  0.4355
H 0.321 -1.247 -0.978  0.3931

=====

Version 2
C2H2O3S | wB97M-V/def2-TZVPD

**HOMO-LUMO gap**: 10.73 eV
**Structure (SMILES)**: O=C=O.O=CS
**Net charge**: 0
**LUMO level**: 0.0186 hartree

Each line ends with the Mulliken charge.
Cartesian coordinates (Å):
O 3.167 0.892 0.452  -0.3310
C 2.200 0.320 0.584  0.6686
O 1.192 -0.199 0.753  -0.3316
O -0.456 0.251 -1.340  -0.4323
C -1.196 -0.528 -0.786  0.1752
S -2.210 -0.113 0.515  -0.1766
H -1.123 -1.652 -0.971  0.2717
H -1.573 1.029 0.793  0.1560

=====

Which structure is most stable? version 2, by 4.169 eV over the runner-up.

=====

Version 1
C2H2O3S | wB97M-V/def2-TZVPD

**HOMO-LUMO gap**: 10.03 eV
**Structure (SMILES)**: O=C(O)C(=O)S
**Net charge**: 0
**LUMO level**: -0.0159 hartree

Each line ends with the Mulliken charge.
Cartesian coordinates (Å):
O 1.902 1.020 0.103  -0.4621
C 0.854 0.620 -0.286  0.5134
O 0.282 1.019 -1.429  -0.4673
C 0.061 -0.463 0.419  0.5193
O 0.622 -1.163 1.232  -0.4452
S -1.667 -0.651 0.134  -0.1824
H 0.672 1.890 -1.794  0.3668
H -1.937 0.579 -0.395  0.1575

=====

Version 2
C2H2O3S | wB97M-V/def2-TZVPD

**HOMO-LUMO gap**: 8.79 eV
**Structure (SMILES)**: O=C(O)C(O)=S
**Net charge**: 0
**LUMO level**: -0.0422 hartree

Each line ends with the Mulliken charge.
Cartesian coordinates (Å):
O 1.348 -1.415 -0.185  -0.4573
C 0.735 -0.447 -0.516  0.4308
O 0.766 0.172 -1.743  -0.3989
C -0.337 0.078 0.413  0.5170
O -0.275 -0.385 1.645  -0.4017
S -1.425 1.046 -0.346  -0.3865
H 0.071 0.844 -1.595  0.3041
H -0.884 0.108 2.328  0.3924

=====

Version 3
C2H2O3S | wB97M-V/def2-TZVPD

**HOMO-LUMO gap**: 9.02 eV
**Net charge**: 0
**LUMO level**: -0.0336 hartree

Each line ends with the Mulliken charge.
Cartesian coordinates (Å):
C 1.649 -0.588 0.182  0.1992
C -0.755 0.604 -0.342  -0.0505
O 1.658 -1.747 -0.089  -0.4308
O -3.173 0.173 0.189  -0.4782
O 0.738 0.383 0.007  -0.2917
S -1.854 -0.366 0.434  0.3830
H 2.554 -0.021 0.438  0.3152
H -0.816 1.562 -0.819  0.3539

=====

Which structure is most stable? version 1, by 0.350 eV over the runner-up.

=====

Version 1
C26H22N4O3S4Ti | wB97M-V/def2-TZVPD

**HOMO-LUMO gap**: 6.11 eV
**Net charge**: 0
**LUMO level**: -0.0298 hartree

Each line ends with the Mulliken charge.
Cartesian coordinates (Å):
Ti 0.319 0.413 -0.708  0.0654
N -0.508 -3.317 1.600  -0.4260
C -0.166 -2.125 1.052  0.5115
S 0.202 -2.082 -0.623  -0.4156
N -0.143 -1.128 1.931  -1.5236
N 0.250 0.046 1.351  1.6281
C 0.475 1.049 2.130  0.4191
C 0.307 1.017 3.603  -0.5169
C -0.908 0.671 4.185  -0.1032
C -1.040 0.677 5.564  -0.8076
C 0.043 1.005 6.372  -0.3881
C 1.262 1.334 5.797  -0.7986
C 1.388 1.347 4.414  -0.1660
C 0.914 2.299 1.458  0.8189
C 1.021 3.502 2.134  -0.7216
C 1.455 4.619 1.440  -0.7390
C 1.764 4.499 0.097  -1.0278
C 1.582 3.276 -0.522  -0.3137
N 1.154 2.200 0.142  0.7199
H -0.385 -4.156 1.064  0.2343
H -0.503 -3.377 2.604  0.2348
H -1.745 0.398 3.557  0.4776
H -1.990 0.417 6.011  0.3997
H -0.063 0.998 7.449  0.4037
H 2.114 1.578 6.418  0.3984
H 2.343 1.593 3.964  0.5230
H 0.768 3.552 3.182  0.5644
H 1.549 5.570 1.949  0.4541
H 2.122 5.338 -0.483  0.4647
H 1.777 3.120 -1.574  0.4554
S 2.717 -0.178 -0.119  -0.3747
C 3.380 -0.751 -1.627  0.6262
C 4.502 -1.581 -1.669  -0.6621
C 5.046 -1.976 -2.882  -0.5830
C 4.470 -1.555 -4.076  -0.5409
C 3.350 -0.737 -4.046  -0.7454
C 2.808 -0.339 -2.830  0.2502
S 1.366 0.698 -2.815  -0.1356
H 4.942 -1.917 -0.738  0.4296
H 5.915 -2.621 -2.895  0.3558
H 4.885 -1.867 -5.026  0.3577
H 2.887 -0.411 -4.969  0.4317
C -1.022 5.144 -5.899  -1.4744
C -1.299 4.179 -4.777  0.9963
C -1.494 2.825 -5.040  -0.7192
C -1.758 1.927 -4.022  -0.4953
C -1.834 2.399 -2.718  0.4162
C -1.636 3.741 -2.421  -0.4766
C -1.371 4.620 -3.459  -0.8333
S -2.142 1.273 -1.420  1.4182
O -3.539 1.105 -1.246  -0.6867
O -1.370 0.029 -1.759  -0.4935
O -1.347 1.754 -0.250  -0.5596
H -0.319 4.725 -6.619  0.3620
H -0.608 6.080 -5.524  0.3469
H -1.941 5.381 -6.438  0.3174
H -1.419 2.463 -6.059  0.3740
H -1.873 0.873 -4.233  0.4588
H -1.673 4.089 -1.397  0.4688
H -1.211 5.669 -3.240  0.3451

=====

Version 2
C26H22N4O3S4Ti | wB97M-V/def2-TZVPD

**HOMO-LUMO gap**: 5.92 eV
**Net charge**: 0
**LUMO level**: -0.0456 hartree

Each line ends with the Mulliken charge.
Cartesian coordinates (Å):
Ti 0.206 -0.490 0.745  0.1748
N -1.245 -1.152 4.968  -0.4141
C -1.010 -0.905 3.666  0.5802
S -0.436 -2.159 2.665  -0.4011
N -1.314 0.325 3.274  -1.2644
N -1.076 0.598 1.991  1.2799
C -1.521 1.736 1.544  0.5352
C -2.280 2.694 2.378  -0.5727
C -1.683 3.316 3.470  -0.0711
C -2.407 4.224 4.226  -0.7659
C -3.729 4.501 3.909  -0.3783
C -4.331 3.872 2.829  -0.7790
C -3.607 2.974 2.061  -0.0463
C -1.359 1.958 0.116  0.2431
C -1.728 3.128 -0.543  -0.8521
C -1.639 3.170 -1.922  -0.5997
C -1.205 2.049 -2.614  -1.0221
C -0.806 0.944 -1.886  0.0002
N -0.854 0.912 -0.557  0.4826
H -0.888 -2.002 5.363  0.2189
H -1.460 -0.372 5.565  0.2305
H -0.655 3.084 3.714  0.4736
H -1.941 4.716 5.070  0.4017
H -4.296 5.207 4.503  0.3987
H -5.365 4.076 2.583  0.3845
H -4.069 2.476 1.217  0.5050
H -2.077 3.974 0.030  0.5614
H -1.920 4.067 -2.459  0.4357
H -1.156 2.037 -3.692  0.4539
H -0.417 0.057 -2.371  0.5315
S 1.724 0.201 2.438  -0.3670
C 3.245 -0.062 1.603  0.4390
C 4.386 -0.439 2.311  -0.7116
C 5.600 -0.570 1.659  -0.5481
C 5.689 -0.317 0.295  -0.4964
C 4.561 0.045 -0.419  -0.7921
C 3.329 0.156 0.223  0.5476
S 1.879 0.615 -0.639  -0.3208
H 4.296 -0.625 3.373  0.4327
H 6.478 -0.875 2.214  0.3582
H 6.641 -0.408 -0.214  0.3618
H 4.616 0.247 -1.482  0.4261
C 0.492 -3.667 -6.306  -1.4200
C 0.352 -3.393 -4.833  1.0280
C -0.906 -3.345 -4.236  -0.8611
C -1.030 -3.117 -2.877  -0.7421
C 0.115 -2.931 -2.114  0.2579
C 1.376 -2.960 -2.684  -0.1692
C 1.484 -3.190 -4.046  -0.7714
S -0.116 -2.755 -0.375  1.2609
O 1.123 -2.116 0.165  -0.2497
O -0.433 -4.034 0.162  -0.6044
O -1.154 -1.698 -0.205  -0.4064
H -0.483 -3.805 -6.770  0.3421
H 1.084 -4.567 -6.472  0.3431
H 0.998 -2.841 -6.809  0.3264
H -1.795 -3.489 -4.837  0.2993
H -1.996 -3.078 -2.388  0.4360
H 2.250 -2.791 -2.069  0.4856
H 2.462 -3.209 -4.510  0.3907

=====

Which structure is most stable? version 1, by 0.319 eV over the runner-up.